Run P
Formula: C6H21NO3
Source: the OMol25 dataset
Level of theory: the ωB97M-V functional and the def2-TZVPD basis

Element x y z (Å)
C: 1.4218 -1.4418 -1.8265
C: 1.7905 -1.1315 -0.3255
N: 0.6195 -0.7822 0.5487
C: -0.1912 0.3777 0.3241
C: -1.4786 0.3266 1.1122
C: 0.6679 1.6730 0.6198
C: -0.2191 2.9456 0.9178
H: 2.1968 -0.7712 -2.3956
H: 0.4390 -1.3698 -2.2544
H: 1.5915 -2.4990 -2.1875
H: 2.6147 -0.4827 -0.1420
H: 2.1084 -2.0617 0.1608
H: 0.1150 -1.6571 0.5473
H: -0.4817 0.4453 -0.7335
H: -1.3050 0.0316 2.1392
H: -2.0200 1.2695 1.0590
H: -2.1793 -0.3978 0.7206
H: 1.4752 1.4781 1.3597
H: 1.2609 1.9866 -0.2615
H: -0.6336 3.4262 0.0375
H: -1.1334 2.8991 1.4984
H: 0.3601 3.6256 1.5467
O: -2.2411 -2.4447 -0.6458
H: -2.5419 -1.8817 -1.3676
H: -2.0737 -3.2730 -1.1193
O: 1.5499 -0.7019 3.5912
H: 1.6449 -1.0287 2.6884
H: 0.6921 -0.2662 3.6609
O: -0.9984 0.5268 -3.1085
H: -1.6200 0.0256 -3.6369
H: -1.4314 1.1540 -2.5279

Output
SMILES: CCN[C@@H](C)CC.O.O.O
Highest occupied orbital energy: -8.5 eV
E_LUMO: 0.1 eV
Charge: 0



Run Q
Formula: C6H21NO3
Source: the OMol25 dataset
Level of theory: the ωB97M-V functional and the def2-TZVPD basis

Element x y z (Å)
C: 0.5373 2.7118 -0.3437
C: -0.4280 1.9276 -1.2304
N: -0.4809 0.4826 -0.8860
C: -0.8219 0.1743 0.4928
C: 0.5836 -0.3665 -1.4760
C: 1.8087 -0.5416 -0.5544
C: -0.0928 -1.8055 -1.5941
H: 0.2694 3.7382 -0.0541
H: 0.6215 2.1525 0.5917
H: 1.6265 2.6980 -0.5907
H: -1.4288 2.4082 -1.1819
H: -0.0529 1.9670 -2.3083
H: -0.2450 -0.6370 0.9970
H: -0.6483 0.9870 1.2300
H: -1.8763 -0.1466 0.4803
H: 0.9046 0.1681 -2.3875
H: 1.6509 -0.6092 0.5060
H: 2.3884 -1.3956 -0.9121
H: 2.5993 0.2513 -0.6156
H: -0.4649 -2.2591 -0.6828
H: -0.8881 -1.6320 -2.2960
H: 0.7215 -2.4234 -1.9500
O: -3.6154 -0.9123 -1.8153
H: -3.2182 -0.0327 -1.7382
H: -3.0337 -1.3701 -1.1903
O: 1.0568 -2.5648 3.1301
H: 0.1961 -2.5883 2.7129
H: 1.2417 -1.6763 3.4622
O: 0.6405 0.2472 3.4891
H: 0.0957 0.6880 4.1393
H: 0.3529 0.3590 2.5758

Output
SMILES: CCN(C)C(C)C.O.O.O
Highest occupied orbital energy: -8.6 eV
E_LUMO: 0.4 eV
Charge: 0



The energy of each structure relative to the most stable one, in kcal/mol, is as follows: run P 0.0; run Q 2.5.